# 1
Entry from OMol25: 6 unconnected molecules or ions with the total composition C49H49BrNO24S in a non-equilibrium geometry (the ωB97M-V functional and the def2-TZVPD basis).

CARTESIAN COORDINATES (ANGSTROEM)
Br (-5.7885, -2.4722, 3.2273)
S (-3.7210, -1.7272, 0.3564)
O (-0.1584, -0.9870, -2.4566)
O (8.1822, -1.4177, -3.3386)
O (2.0619, -4.0462, 2.7155)
O (-3.3438, 6.3487, -10.5874)
O (-5.9977, 10.5596, -6.8085)
O (-0.3015, 4.1639, -6.3993)
O (1.4912, -5.1620, 7.0966)
O (0.6671, -10.0347, 4.4231)
O (-3.9844, 8.8075, -7.4495)
O (-2.5147, -1.1459, -3.8555)
O (-1.5590, -4.9405, -0.4932)
O (7.1006, -3.8975, -2.8758)
O (0.7633, -7.6194, 3.1226)
O (-0.1354, 0.7490, -7.4764)
O (2.7413, -1.9351, 1.6966)
O (5.3841, 0.1151, 0.1517)
O (4.3685, -2.3809, 0.6736)
O (2.2415, 0.8250, -6.1059)
O (-1.0342, 6.8075, -6.4865)
O (-2.4019, 8.5211, -3.0026)
O (-4.4697, 10.2028, -2.3475)
O (1.4839, -7.5855, 8.3850)
O (-2.6866, 3.6870, -10.4545)
O (0.8439, -4.8005, -0.2052)
N (-2.9933, -1.4322, 3.2956)
C (-1.3782, -0.2054, -5.7051)
C (-2.5571, -1.7658, 1.8535)
C (-4.0710, 9.1320, -6.2704)
C (-5.1432, 10.0704, -5.8376)
C (-4.5530, 1.6416, 3.9370)
C (-3.2737, 8.9883, -3.9690)
C (-0.5024, -4.1454, -0.3008)
C (2.7329, -0.5581, 2.2222)
C (-0.1307, -0.5979, -3.6188)
C (5.8040, -0.8019, -0.5453)
C (-2.3913, -3.4203, 7.5053)
C (5.2954, -2.1854, -0.3337)
C (-5.2774, 10.4274, -4.5588)
C (-1.3699, -0.6402, -4.4436)
C (-3.3129, -2.2917, 6.6892)
C (-0.1554, 0.3286, -6.3245)
C (-1.0639, 4.6578, -7.4418)
C (1.0900, 0.3454, -5.5091)
C (0.9146, -7.5911, 4.3389)
C (-2.6051, 5.8494, -9.5305)
C (1.7240, -2.7820, 2.3407)
C (5.7011, 0.1623, 3.2181)
C (-1.4100, 6.1055, -7.4193)
C (4.3983, 0.4405, 4.1916)
C (-0.3609, -2.0306, 4.1371)
C (1.1211, -6.3343, 5.0754)
C (-1.0019, -2.2014, 1.4461)
C (-1.9301, -1.5603, 4.4061)
C (3.0735, -0.4589, 3.8239)
C (1.0686, -8.8654, 6.4402)
C (5.7169, -3.2020, -1.0885)
C (0.8869, -8.8598, 5.1182)
C (-4.4388, -0.9891, 3.6055)
C (6.7053, -2.9863, -2.1564)
C (6.8106, -0.5910, -1.5974)
C (1.0977, -0.0862, -4.2464)
C (4.8226, 0.0185, 5.7535)
C (1.2993, -6.3398, 6.3978)
C (-1.4740, 3.8624, -8.4317)
C (-2.2825, 4.3956, -9.5392)
C (0.1641, -2.3468, 2.6072)
C (-2.1979, 6.6439, -8.5387)
C (-4.3625, 9.9048, -3.5323)
C (-4.8390, 0.4319, 2.8181)
C (7.2344, -1.6083, -2.3499)
C (-0.5249, -2.5169, -0.1165)
C (1.2991, -7.6108, 7.1728)
C (-2.2404, -1.2478, 6.0131)
C (-3.1414, 8.6285, -5.2472)
H (5.3539, -4.2122, -0.9471)
H (3.4771, 0.0639, 1.5341)
H (-4.0394, -1.7580, 7.4714)
H (1.1211, -5.4179, 4.4992)
H (5.8796, -0.9672, 2.9630)
H (5.8532, 0.4757, 6.0825)
H (-1.2474, -1.1144, 6.6404)
H (-3.5170, 5.5786, -11.1715)
H (1.5971, -5.4301, 8.0354)
H (1.0532, -9.7805, 7.0187)
H (-2.2519, -1.3916, -2.9418)
H (6.6426, 0.6396, 3.7303)
H (1.9953, -0.0775, -3.6415)
H (1.9774, 1.0764, -7.0178)
H (-5.9851, 0.4436, 2.5553)
H (-2.4272, 7.7019, -8.5186)
H (3.9785, 0.3181, 6.5114)
H (-3.3631, 1.7025, 4.0129)
H (-3.5645, -2.9510, -0.3550)
H (-2.7771, -0.1814, 6.0119)
H (-5.0462, 1.3919, 4.9912)
H (-1.2316, 2.8078, -8.4595)
H (-2.2723, -0.2283, -6.3153)
H (-4.1302, 0.6702, 1.9179)
H (0.5950, -2.1153, -0.1812)
H (-2.7071, 8.9226, -2.1599)
H (0.8136, -5.4454, 0.5621)
H (3.1637, -1.4943, 4.3685)
H (-4.9077, 2.6731, 3.5132)
H (8.3204, -2.3026, -3.7415)
H (7.1850, 0.4161, -1.7287)
H (0.4349, -2.1136, 5.0200)
H (-1.5195, -2.8311, 8.0413)
H (-6.0536, 11.1069, -4.2300)
H (2.1477, 0.1003, 4.3286)
H (-2.3559, 7.9613, -5.5782)
H (-1.9129, -4.1066, 6.6670)
H (1.6648, -0.0633, 2.0462)
H (-1.1377, -1.9299, -0.9216)
H (4.2258, -1.4950, 1.0724)
H (-2.9997, -4.0213, 8.3039)
H (0.5673, -9.7672, 3.4835)
H (-5.6962, 10.1534, -7.6501)
H (-4.6169, -0.7419, 4.7351)
H (-0.1333, 4.9328, -5.8120)
H (4.9713, -1.1634, 5.7283)
H (-4.0094, -2.7686, 5.8773)
H (4.1606, 1.6040, 4.1992)
H (5.5137, 0.7122, 2.1894)

Results
**E**: -6728.40063 Ha
**LUMO level**: -5.17 eV
**HOMO energy**: -10.927 eV
**HOMO-LUMO gap**: 5.8 eV
**Total charge**: +1


# 2
Entry from OMol25: 12 unconnected molecules or ions with the total composition C40H110N14O18 in a non-equilibrium geometry (the ωB97M-V functional and the def2-TZVPD basis).

CARTESIAN COORDINATES (ANGSTROEM)
O (-4.6958, 2.2866, -2.4640)
O (0.6426, -1.0365, -0.2297)
O (1.9514, 0.5829, 2.0124)
O (4.3458, 7.9420, -4.0081)
O (-2.4679, 1.5629, 2.3321)
O (5.7843, -0.2298, -1.3348)
O (4.4285, 2.4207, -0.9867)
O (-0.7330, 1.3948, 8.2937)
O (2.6767, 1.7129, -3.6552)
O (-2.5779, -3.7993, -3.5914)
O (-2.4049, -5.0387, 8.3573)
O (8.0515, 4.7802, -4.1880)
O (0.2704, -4.1301, 4.9226)
O (-3.0628, -2.1713, 4.6885)
O (-1.8370, -0.8477, -7.6336)
O (2.9409, 0.6687, 6.0930)
O (3.1829, -4.3373, -7.2244)
O (-0.5254, 2.5329, -4.1354)
N (1.7148, -1.4883, 4.2863)
N (6.9546, 3.3089, -2.9026)
N (-4.5441, -0.5790, -3.5129)
N (7.9177, 0.2508, -1.1073)
N (-0.9789, 1.9112, 4.5714)
N (1.7124, -0.8898, -3.7427)
N (3.4056, 6.7904, -5.6837)
N (-4.6481, -3.3504, 7.7337)
N (1.4784, -4.2471, -5.8063)
N (7.2778, -0.6652, -2.9775)
N (3.1887, -3.0265, -5.4956)
N (-1.1826, 2.2422, -6.7065)
N (6.1320, 5.2238, -3.2630)
N (4.8939, 8.4275, -6.0553)
C (-4.1775, -3.7440, 9.0814)
C (-4.1399, -1.8480, -3.0308)
C (-0.0196, -2.8555, 5.6343)
C (-5.7456, 1.4462, -2.9814)
C (-0.4094, 1.9630, 5.8836)
C (-0.3179, 3.0284, -2.8751)
C (-1.5803, -6.1898, 8.4255)
C (-4.2592, -2.4265, 5.3545)
C (-3.0581, -2.4701, -3.9795)
C (-0.4349, -4.2266, 3.7254)
C (4.2125, 7.7097, -5.1770)
C (-2.7849, 1.5780, 0.9412)
C (3.5847, 0.6471, -3.9728)
C (7.1425, 4.4723, -3.4543)
C (-5.6081, -0.0267, -2.6605)
C (-1.2828, 1.4458, -7.9788)
C (-1.9565, 2.3607, -4.3556)
C (-2.3010, -4.7184, -4.6460)
C (3.1888, 1.4824, 7.2173)
C (-1.6262, -2.2814, -8.0763)
C (2.6388, -3.8638, -6.2956)
C (2.7957, -1.6630, 5.2793)
C (-1.6010, 0.7167, 9.2746)
C (0.4144, -0.4707, -1.5409)
C (-4.9709, 3.6744, -2.4731)
C (-2.2783, 2.5679, 4.3950)
C (-2.2431, 1.8025, -5.8065)
C (6.9444, -0.2466, -1.7469)
C (0.7432, -1.4257, -2.7067)
C (-2.5674, 2.8384, 2.9385)
C (-3.1650, -1.5404, 3.4531)
C (2.8274, -0.7543, 6.4840)
C (3.0745, -0.6170, -3.2867)
C (-1.3749, 1.7624, 7.0553)
C (-3.5771, -5.1514, 9.2389)
C (0.3300, -1.5430, 4.7825)
C (2.9784, 2.9897, -4.2290)
C (-3.6914, -3.1078, 6.6187)
C (-0.3377, -2.0265, 0.2348)
C (-0.7058, 0.0295, -7.8401)
H (-3.5602, 3.2636, 2.7914)
H (-6.5992, 1.8473, -2.4350)
H (0.1720, -0.7151, 5.4737)
H (-5.0121, -2.5013, -3.0565)
H (-3.8116, -1.6088, -2.0194)
H (-2.4451, 3.3289, -4.2462)
H (4.1767, -2.9541, -5.2988)
H (8.8506, 0.2016, -1.4911)
H (3.6998, -1.6075, 4.6730)
H (0.9811, -5.0507, -6.1629)
H (3.8350, 3.4270, -3.7159)
H (-4.9319, -0.6536, -4.4424)
H (-0.2573, 2.2778, 3.9673)
H (-2.2451, -1.7441, -3.9730)
H (-3.0287, -0.4641, 3.5591)
H (3.2373, 6.6873, -6.6742)
H (-5.6275, 4.0944, -1.7112)
H (7.6709, 2.5972, -2.8785)
H (-6.5199, -0.6177, -2.5746)
H (-2.5371, 0.2652, 8.9460)
H (-0.8190, 1.9163, -8.8458)
H (-2.3329, 1.4557, -8.2710)
H (-0.3328, 2.1146, -6.1757)
H (1.2247, -2.2981, -2.2649)
H (2.4934, 1.3586, 8.0474)
H (-0.7041, -2.7042, -7.6775)
H (-1.0577, -0.1070, 9.7376)
H (-3.7494, 2.0364, 0.7231)
H (4.2241, 1.3952, 7.5469)
H (-4.8474, -3.4659, 9.8950)
H (-2.8544, -2.5702, 7.0644)
H (-4.0751, 4.2711, -2.6450)
H (-2.4426, -2.8983, -7.7006)
H (-2.0239, 2.1239, 0.3834)
H (1.1675, 0.3072, -1.6663)
H (-4.7825, -3.2216, 4.8235)
H (1.5129, 1.4238, 2.1420)
H (0.3769, 1.2081, 5.8913)
H (-0.1321, -2.9369, -0.3283)
H (4.9836, 8.1146, -7.0114)
H (-1.3663, -3.6726, 3.8423)
H (-2.1069, 1.0176, 6.7431)
H (-1.3458, -4.6853, -5.1702)
H (-1.3530, -1.6535, 0.0999)
H (-6.0821, 1.6443, -3.9990)
H (-3.3561, -3.0277, 9.0603)
H (1.9549, -0.7300, 3.6638)
H (-1.0465, -2.9404, 5.9896)
H (-2.4111, 3.4446, 5.0289)
H (-2.4576, 1.6858, -3.6617)
H (1.9534, -0.7270, 7.1348)
H (-2.4587, -5.7319, -4.2772)
H (-3.2498, 1.8250, -6.2239)
H (5.3578, 4.7952, -2.7761)
H (8.2594, -0.7932, -3.1782)
H (0.1006, -0.2155, -7.1489)
H (2.8554, 2.4788, 6.9273)
H (-4.2611, -5.8914, 8.8234)
H (-0.7058, 2.4764, -2.0190)
H (-2.9212, 1.8455, 4.8979)
H (1.2978, 0.0360, 1.5767)
H (-5.1659, 0.1268, -1.6762)
H (-5.4107, -2.6883, 7.7216)
H (-0.2209, -2.2382, 1.2977)
H (2.1672, 3.7172, -4.2032)
H (-3.0364, -4.6387, -5.4466)
H (6.4493, -1.0333, -3.4226)
H (3.7620, -1.3932, -3.6229)
H (-2.2898, -1.8075, 2.8609)
H (-1.0321, -6.4974, 9.3159)
H (-5.4865, 4.0669, -3.3496)
H (0.5536, -2.9606, 6.5555)
H (2.7706, -2.6887, 5.6473)
H (-0.7038, -5.2762, 3.6066)
H (-0.7568, -6.0123, 7.7337)
H (-0.6559, 4.0503, -2.7033)
H (5.5257, 9.1537, -5.7493)
H (5.9275, 6.0266, -3.8408)
H (-0.1207, -0.1192, -8.7476)
H (3.6310, -0.9978, 7.1790)
H (-3.4072, -2.3845, -5.0086)
H (3.1994, -0.3997, -2.2259)
H (4.4803, 0.8713, -3.3934)
H (-0.2746, -1.3303, 3.9008)
H (0.7535, 3.1675, -2.7306)
H (6.1608, 3.0009, -2.3594)
H (2.9007, 6.1908, -5.0468)
H (-3.3932, -4.1032, 6.2897)
H (-4.0187, -1.8042, 2.8287)
H (-1.9479, 2.6846, 7.1523)
H (-4.8530, -1.5272, 5.5185)
H (-1.6188, -2.2717, -9.1663)
H (0.0589, -4.0624, 2.7677)
H (-2.7568, 0.6116, 0.4379)
H (-0.1992, -1.8476, -3.0559)
H (3.3119, 2.9082, -5.2635)
H (3.6683, 2.0187, -1.4071)
H (-3.4374, -5.2194, 10.3178)
H (-2.0369, 0.7363, -5.7131)
H (-0.5670, 0.0036, -1.5370)
H (1.4783, 0.0927, -3.7424)
H (-1.8618, 3.4869, 2.4192)
H (-2.1768, -7.0308, 8.0720)
H (4.7123, 1.7767, -0.3378)
H (1.0611, -3.6518, -5.1052)
H (7.6580, 0.6320, -0.2087)
H (0.1240, 2.9073, 5.9926)
H (2.6070, -2.4490, -4.9056)
H (3.7772, 0.6051, -5.0448)
H (-1.7976, 1.2991, 10.1748)

Results
**E**: -3710.53044 Ha
**LUMO level**: 0.35 eV
**HOMO energy**: -7.810 eV
**HOMO-LUMO gap**: 8.2 eV
**ΔE to the lowest compared entry with this formula, charge and spin**: 451.17 kJ/mol
**Total charge**: 0